# C51H71AsGeIrN5O2

A molecular structure, C51H71AsGeIrN5O2 (ωB97M-V/def2-TZVPD, OMol25).

Atoms and positions in Å:
Ir (0.07132, 0.21126, 0.43359)
N (-0.27818, 1.95624, 1.64123)
C (-1.42481, 1.68109, 2.52887)
C (-1.11248, 0.39826, 3.21046)
N (-0.91148, -0.64553, 2.18238)
C (-2.09080, -1.48798, 1.83782)
C (-2.43874, -1.30687, 0.39912)
N (-1.18061, -1.41500, -0.36886)
H (-0.57047, 2.67558, 0.96207)
H (0.52356, 2.29602, 2.16533)
H (-1.58405, 2.48244, 3.25142)
H (-2.32336, 1.61159, 1.91501)
H (-0.16682, 0.51067, 3.74095)
H (-1.86333, 0.10959, 3.94691)
H (-0.20241, -1.26890, 2.55479)
H (-1.82284, -2.53246, 2.01211)
H (-2.93991, -1.26378, 2.48347)
H (-3.17889, -2.04236, 0.08002)
H (-2.85042, -0.31752, 0.22366)
H (-0.78106, -2.35738, -0.38046)
H (-1.35648, -1.14317, -1.33351)
C (2.62976, 1.75596, 3.45524)
C (2.32465, 0.30941, 3.77891)
C (2.41415, -0.09708, 5.10793)
C (2.14332, -1.40222, 5.47803)
C (1.78804, -2.33158, 4.51233)
C (1.70068, -1.97689, 3.16974)
C (1.41055, -3.02969, 2.13006)
C (1.95722, -0.64485, 2.82238)
N (1.85574, -0.19403, 1.43740)
C (2.95809, -0.06597, 0.79104)
C (4.29703, -0.49048, 1.28903)
C (2.84019, 0.62387, -0.50965)
C (4.05182, 1.28186, -1.08376)
N (1.65965, 0.68066, -1.00366)
C (1.47897, 1.29404, -2.31318)
C (0.91164, 2.56668, -2.40857)
C (0.86480, 3.47769, -1.21806)
C (0.53672, 3.03001, -3.66019)
C (0.80111, 2.28435, -4.79985)
C (1.52256, 1.11087, -4.69496)
C (1.88462, 0.59478, -3.45293)
C (2.74170, -0.64263, -3.39712)
H (1.96274, 2.41947, 4.01290)
H (2.53871, 1.99641, 2.39652)
H (3.64229, 2.00913, 3.77010)
H (2.71158, 0.62644, 5.85822)
H (2.21932, -1.69883, 6.51584)
H (1.59212, -3.35880, 4.79562)
H (0.91147, -3.88855, 2.57835)
H (2.33953, -3.39266, 1.68427)
H (0.81023, -2.65410, 1.30322)
H (4.21456, -1.14411, 2.15245)
H (4.89451, 0.37924, 1.57853)
H (4.83858, -1.00713, 0.49536)
H (4.37946, 2.06214, -0.38964)
H (3.84009, 1.73867, -2.04500)
H (4.88019, 0.58090, -1.19196)
H (1.85623, 3.91559, -1.06123)
H (0.60581, 2.94161, -0.31701)
H (0.15898, 4.29026, -1.35974)
H (0.07144, 4.00642, -3.73462)
H (0.49198, 2.64215, -5.77254)
H (1.82827, 0.58221, -5.58988)
H (2.56110, -1.27239, -4.26599)
H (2.56660, -1.22911, -2.50015)
H (3.80032, -0.36852, -3.41841)
O (-1.95815, 3.10344, -0.09529)
C (-2.16002, 2.09427, -0.75821)
O (-1.40473, 1.02120, -0.78367)
C (-3.41769, 1.93860, -1.59860)
C (-4.11970, 3.24820, -1.98351)
Ge (-3.45064, 4.22983, -3.53653)
C (-4.83025, 5.53194, -4.12818)
C (-5.25743, 5.57572, -5.48536)
C (-6.28368, 6.40554, -5.83554)
C (-6.85785, 7.27497, -4.86580)
C (-6.42746, 7.26546, -3.52869)
C (-5.40024, 6.43869, -3.16612)
C (-3.04253, 3.06484, -5.01850)
C (-2.16744, 3.41856, -6.04804)
C (-1.95709, 2.56608, -7.12374)
C (-2.60546, 1.34080, -7.17738)
C (-3.47309, 0.97130, -6.15943)
C (-3.70293, 1.83556, -5.09698)
C (-2.21468, 5.66830, -3.09830)
C (-2.01057, 6.01881, -1.75709)
C (-1.16282, 7.06766, -1.43363)
C (-0.54186, 7.80098, -2.43894)
C (-0.74717, 7.47236, -3.77212)
C (-1.59856, 6.42882, -4.10396)
H (-4.09707, 1.35839, -0.96340)
H (-3.16367, 1.31771, -2.45689)
H (-4.09326, 3.91336, -1.11910)
H (-5.17156, 3.04460, -2.19284)
H (-4.81222, 4.91725, -6.22075)
H (-6.65822, 6.40964, -6.85098)
H (-7.61820, 7.98161, -5.17524)
H (-6.88183, 7.92724, -2.80379)
H (-5.02962, 6.45042, -2.14868)
H (-1.64097, 4.36390, -6.02206)
H (-1.29378, 2.86332, -7.92643)
H (-2.44782, 0.68109, -8.02075)
H (-3.98565, 0.01897, -6.20177)
H (-4.42891, 1.55449, -4.34144)
H (-2.48782, 5.45649, -0.96414)
H (-1.00865, 7.33239, -0.39493)
H (0.07492, 8.65280, -2.18402)
H (-0.27251, 8.05020, -4.55432)
H (-1.78740, 6.21972, -5.14893)
C (1.09761, -6.20483, -0.43832)
C (0.76374, -5.43405, -1.71144)
As (1.19071, -3.52785, -1.57378)
C (0.54182, -2.93590, -3.33299)
C (1.05112, -3.64079, -4.59040)
C (3.15210, -3.59956, -1.46798)
C (3.95186, -4.21812, -2.61169)
H (0.84194, -7.25819, -0.55213)
H (0.54147, -5.82434, 0.42218)
H (2.16239, -6.15550, -0.20420)
H (-0.29464, -5.51085, -1.96429)
H (1.32738, -5.84189, -2.55283)
H (0.71625, -1.86263, -3.39214)
H (-0.54072, -3.07605, -3.24998)
H (2.13667, -3.62705, -4.66034)
H (0.66008, -3.14907, -5.48369)
H (0.72460, -4.67949, -4.62656)
H (3.32034, -4.16807, -0.54928)
H (3.49977, -2.58260, -1.26829)
H (3.61081, -5.22684, -2.84415)
H (5.00494, -4.29162, -2.33462)
H (3.89799, -3.61705, -3.51779)

Its energy above the lowest of the compared OMol25 structures with the same formula, charge and spin is 0.0 kJ/mol. The LUMO energy (spin up / spin down) comes out at -0.2884 / -0.3772 Eh. Its largest force on an atom is 1.7 eV/A. Its net charge is +3. As for the HOMO-LUMO gap (spin up / spin down): 6.586 / 4.170 eV. As for the multiplicity: 2.



# C51H73N4Ti

A molecular structure, C51H73N4Ti (ωB97M-V/def2-TZVPD, OMol25).

Atoms and positions in Å:
Ti (-0.30828, 0.18115, 0.02576)
C (-1.41906, 2.96150, -0.59161)
N (-0.76747, 2.39625, 0.61001)
C (0.37125, 3.21358, 0.99299)
C (-1.76652, 2.18664, 1.68482)
C (-1.82313, 3.06391, 2.82278)
C (-2.92166, 2.96720, 3.68190)
C (-3.90187, 1.98029, 3.48359)
C (-3.69354, 1.03817, 2.48762)
C (-2.56354, 1.05704, 1.62344)
N (-2.15598, 0.00269, 0.76593)
C (-3.10446, -0.92186, 0.31334)
C (-3.95645, -0.49081, -0.71401)
C (-4.93990, -1.32812, -1.34722)
C (-5.11330, -2.60242, -0.78687)
C (-4.43436, -3.02582, 0.30213)
C (-3.38076, -2.21371, 0.89831)
N (-2.72970, -2.58642, 2.13094)
C (-3.43329, -2.21151, 3.41627)
C (-2.62634, -4.10321, 2.23910)
H (-1.92306, 3.96906, -0.40616)
H (-2.26483, 2.29590, -0.88670)
H (-0.55449, 3.02988, -1.32702)
H (0.04057, 4.21822, 1.21660)
H (1.04773, 3.28699, 0.12627)
H (0.83879, 2.80578, 1.90518)
H (-1.02152, 3.73813, 2.93247)
H (-3.03094, 3.63843, 4.57600)
H (-4.81505, 1.83513, 4.08498)
H (-4.50043, 0.31594, 2.27434)
H (-3.78551, 0.50237, -1.12003)
H (-5.56537, -0.96229, -2.18857)
H (-5.79267, -3.28294, -1.37449)
H (-4.72663, -3.94646, 0.74707)
H (-4.45485, -2.63022, 3.49259)
H (-3.53403, -1.15194, 3.46372)
H (-2.78373, -2.58719, 4.20520)
H (-3.58875, -4.51201, 2.58238)
H (-1.86666, -4.36363, 2.97449)
H (-2.33845, -4.57831, 1.25493)
C (0.84901, 0.09745, -2.38008)
C (0.39867, 1.24191, -3.10610)
C (-1.03080, 1.07206, -3.28289)
C (-1.33533, -0.08634, -2.57151)
C (-0.15857, -0.79822, -2.02387)
C (0.09306, -2.32040, -2.11799)
C (-0.39763, -3.09208, -0.87244)
C (1.57275, -2.69465, -2.41457)
C (-0.70562, -2.90382, -3.32886)
C (-2.10718, 1.76792, -4.11534)
C (-2.17018, 1.13713, -5.54460)
C (-3.54979, 1.51770, -3.61737)
C (-1.98875, 3.33226, -4.16531)
C (1.42957, 2.20165, -3.76708)
C (1.37272, 3.56054, -3.13079)
C (2.90763, 1.63208, -3.64533)
C (1.24602, 2.15820, -5.28805)
H (1.94122, 0.03164, -2.23264)
H (-2.34055, -0.50580, -2.51061)
H (0.16850, -3.00134, 0.05717)
H (-0.45802, -4.16521, -1.08889)
H (-1.40216, -2.75595, -0.56235)
H (2.36307, -2.17505, -1.85384)
H (1.71551, -2.51384, -3.50992)
H (1.78476, -3.78328, -2.24828)
H (-1.80402, -2.64010, -3.19876)
H (-0.56445, -3.97862, -3.40854)
H (-0.43464, -2.42294, -4.28524)
H (-2.39406, 0.03241, -5.52276)
H (-1.19046, 1.14064, -6.07151)
H (-2.98845, 1.67196, -6.07056)
H (-3.99701, 0.52627, -3.69912)
H (-4.29675, 2.19050, -4.11512)
H (-3.53830, 1.70902, -2.51993)
H (-1.06363, 3.69583, -4.61980)
H (-2.03197, 3.86257, -3.15428)
H (-2.83884, 3.66599, -4.74342)
H (1.64446, 3.59205, -2.02117)
H (0.40880, 4.05825, -3.23427)
H (2.10100, 4.21679, -3.70290)
H (3.33834, 1.84030, -2.66590)
H (3.52277, 2.17530, -4.35510)
H (2.86407, 0.54966, -3.87239)
H (0.27794, 2.43901, -5.65884)
H (1.50243, 1.09622, -5.63183)
H (2.02339, 2.78904, -5.77634)
C (5.07176, -2.53221, -0.97048)
C (4.41014, -1.35161, -0.35412)
C (5.14446, -0.16828, -0.21036)
C (4.53926, 1.08877, -0.02696)
C (5.35705, 2.36554, -0.19638)
C (3.23302, 1.11786, 0.38195)
C (2.47551, -0.04972, 0.51866)
C (3.11504, -1.31071, 0.13006)
N (1.25140, -0.19171, 1.21292)
C (1.40772, -0.52253, 2.68931)
C (0.07265, -0.43111, 3.41538)
C (0.23264, -0.79355, 4.89715)
C (0.76708, -2.24394, 5.07313)
C (2.14146, -2.29084, 4.33896)
C (3.12943, -1.32126, 4.98150)
C (2.52595, 0.07924, 4.84156)
C (1.20721, 0.13730, 5.57344)
C (2.36019, 0.49373, 3.38568)
C (1.97869, -1.95225, 2.88013)
H (6.08143, -2.67479, -0.55419)
H (5.31617, -2.31709, -2.05068)
H (4.40098, -3.44209, -0.89444)
H (6.25686, -0.15607, -0.35622)
H (4.69734, 3.21242, 0.07969)
H (5.68989, 2.57629, -1.20079)
H (6.28191, 2.39277, 0.48579)
H (2.83888, 2.01849, 0.80196)
H (2.55605, -2.21172, 0.10774)
H (-0.68455, -1.14807, 2.94167)
H (-0.29161, 0.58781, 3.38913)
H (-0.73447, -0.63181, 5.49267)
H (0.11982, -2.92283, 4.58136)
H (0.95220, -2.53518, 6.13328)
H (2.56386, -3.28624, 4.40448)
H (4.11493, -1.46222, 4.57295)
H (3.27377, -1.56210, 6.04439)
H (3.17788, 0.88143, 5.30991)
H (0.77894, 1.14910, 5.66796)
H (1.30269, -0.22916, 6.63188)
H (3.28829, 0.41617, 2.85039)
H (2.01035, 1.53996, 3.36468)
H (1.22459, -2.60537, 2.41378)
H (2.91281, -2.06254, 2.29785)

Its energy above the lowest of the compared OMol25 structures with the same formula, charge and spin is 100.7 kJ/mol. The LUMO energy (spin up / spin down) comes out at -0.1343 / -0.1343 Eh. Its largest force on an atom is 4.1 eV/A. Its net charge is +1. As for the HOMO-LUMO gap (spin up / spin down): 6.771 / 6.768 eV.



# C51H74F8N2O38PS

A molecular structure, C51H74F8N2O38PS (ωB97M-V/def2-TZVPD, OMol25).

Atoms and positions in Å:
C (6.70938, 0.84680, 0.13491)
O (6.05718, 1.86414, -0.57582)
C (4.72213, 2.01782, -0.07962)
C (4.01217, 3.11522, -0.84051)
C (2.78195, 2.61341, -1.64830)
C (1.56488, 3.43682, -1.30111)
C (0.25892, 2.97086, -1.94756)
C (-0.08693, 1.48799, -1.68486)
C (-1.53614, 1.31665, -1.20367)
C (-1.71206, 0.34243, -0.01957)
C (-1.28771, -1.10940, -0.32581)
C (-0.54453, -1.90607, 0.75331)
C (-1.53847, -2.49355, 1.75904)
C (-2.29360, -1.53361, 2.66618)
C (-3.77385, -1.41224, 2.29178)
F (-2.22873, -2.03598, 3.97003)
C (0.51710, -1.08686, 1.61238)
O (0.75572, -1.59191, 2.72704)
O (1.02705, -0.10112, 1.05934)
N (0.22913, -3.10691, 0.21270)
P (1.89954, -2.92717, -0.23655)
N (2.34554, -1.87496, -1.28271)
S (-0.57606, -4.27014, -0.56493)
O (0.13669, -4.70612, -1.72856)
O (-1.96518, -4.01662, -0.72633)
C (-0.52685, -5.73884, 0.61229)
F (-1.80375, -6.13368, 0.76989)
F (-0.05317, -5.39514, 1.81211)
C (0.20861, -6.99937, 0.09375)
F (-0.33603, -7.40116, -1.06501)
F (-0.04073, -7.96395, 1.00749)
C (1.75905, -6.94102, -0.06794)
F (2.10445, -6.64639, -1.31104)
F (2.25170, -8.16071, 0.19942)
F (2.30200, -6.08169, 0.77685)
H (6.89879, 1.14682, 1.16556)
H (6.10070, -0.05616, 0.15486)
H (7.64878, 0.62197, -0.35166)
H (4.19885, 1.07333, -0.18227)
H (4.77499, 2.25457, 0.98395)
H (3.64495, 3.85501, -0.14057)
H (4.69859, 3.59140, -1.53099)
H (2.63251, 1.57936, -1.40552)
H (2.98672, 2.75462, -2.70667)
H (1.38128, 3.46365, -0.23590)
H (1.73005, 4.46597, -1.60128)
H (-0.52503, 3.61800, -1.57540)
H (0.31101, 3.14520, -3.02358)
H (0.59407, 1.04402, -0.97652)
H (0.00577, 0.96794, -2.63432)
H (-2.15672, 0.93050, -2.00829)
H (-1.94087, 2.26197, -0.86875)
H (-2.78088, 0.33593, 0.18107)
H (-1.24420, 0.78243, 0.84857)
H (-2.20706, -1.64895, -0.51911)
H (-0.76221, -1.12887, -1.27334)
H (-0.99553, -3.15416, 2.41786)
H (-2.27491, -3.09176, 1.23665)
H (-1.87913, -0.53511, 2.69668)
H (-4.42385, -1.75721, 3.08466)
H (-4.01878, -0.37180, 2.12413)
H (-3.99037, -1.92474, 1.36454)
H (2.56780, -2.82943, 0.98965)
H (2.19688, -4.21310, -0.68262)
H (1.58213, -1.28539, -1.58864)
C (-0.97077, 7.45614, -3.21729)
C (-0.51009, 8.72980, -2.54031)
O (-0.19661, 8.27297, -1.21523)
C (0.08335, 6.94316, -1.28213)
O (0.55311, 6.29171, -0.41506)
O (-0.24448, 6.45598, -2.50308)
H (-0.72600, 7.41591, -4.26995)
H (-2.04103, 7.27616, -3.08806)
H (0.39105, 9.13608, -2.99750)
H (-1.27576, 9.50080, -2.50758)
C (1.45432, 4.70680, 3.44567)
C (0.17313, 4.50381, 4.22171)
O (-0.82008, 4.54812, 3.18729)
C (-0.22063, 4.21708, 2.01515)
O (-0.79230, 3.98807, 1.00266)
O (1.11964, 4.17004, 2.16210)
H (2.29924, 4.18262, 3.87187)
H (1.70799, 5.76213, 3.32740)
H (0.13385, 3.52817, 4.70951)
H (-0.01305, 5.27788, 4.95640)
C (0.96585, -9.09807, -3.59676)
C (1.14173, -10.46618, -2.97327)
O (1.51225, -11.27125, -4.09916)
C (2.04856, -10.45389, -5.04047)
O (2.60203, -10.83615, -6.01930)
O (1.86855, -9.16041, -4.71017)
H (1.23042, -8.28621, -2.92866)
H (-0.04498, -8.93218, -3.97383)
H (1.94828, -10.48935, -2.23904)
H (0.23211, -10.84274, -2.51274)
C (1.71102, 5.43885, 9.31553)
C (1.10536, 4.11293, 8.89581)
O (1.25614, 4.15247, 7.47504)
C (2.26927, 4.99569, 7.17295)
O (2.73959, 5.11662, 6.09154)
O (2.66207, 5.68138, 8.27308)
H (2.20854, 5.40106, 10.28061)
H (0.97980, 6.24874, 9.31823)
H (1.66041, 3.25753, 9.28421)
H (0.05738, 4.01138, 9.16288)
C (2.84389, 5.84706, -6.28978)
C (1.81668, 5.89400, -7.40482)
O (0.83712, 6.79708, -6.87387)
C (1.43957, 7.58027, -5.95331)
O (0.93221, 8.52230, -5.43342)
O (2.68110, 7.13618, -5.68202)
H (3.86268, 5.72086, -6.64374)
H (2.62337, 5.07990, -5.54671)
H (2.21808, 6.31703, -8.32707)
H (1.36618, 4.92934, -7.61854)
C (-7.78563, 2.24040, 3.58509)
C (-7.39829, 0.82690, 3.95502)
O (-6.76011, 0.36080, 2.76195)
C (-6.29793, 1.44495, 2.08338)
O (-5.59491, 1.40489, 1.13382)
O (-6.77638, 2.59506, 2.63854)
H (-7.78213, 2.92214, 4.43203)
H (-8.75815, 2.29127, 3.09221)
H (-6.69048, 0.77974, 4.78438)
H (-8.25711, 0.20119, 4.18299)
C (8.62033, 3.32852, -1.56194)
C (8.88692, 4.71842, -1.02503)
O (10.15147, 5.04231, -1.62282)
C (10.29541, 4.29293, -2.74200)
O (11.15559, 4.44761, -3.54690)
O (9.32937, 3.35456, -2.81459)
H (7.56635, 3.12123, -1.71003)
H (9.05127, 2.54946, -0.93207)
H (8.14384, 5.44381, -1.35954)
H (8.95858, 4.75591, 0.05804)
C (-2.72081, -11.22228, -3.40037)
C (-2.47587, -11.93482, -2.08659)
O (-3.74957, -12.52964, -1.82751)
C (-4.40513, -12.67229, -3.00820)
O (-5.40892, -13.28195, -3.15261)
O (-3.74624, -12.01778, -3.99787)
H (-1.84342, -11.18930, -4.04274)
H (-3.09967, -10.20824, -3.25910)
H (-1.72634, -12.72440, -2.17429)
H (-2.19492, -11.25813, -1.28320)
C (-6.97436, 6.69949, 1.85792)
C (-7.65820, 5.82470, 0.82144)
O (-8.62541, 5.11045, 1.60978)
C (-8.87673, 5.83879, 2.71188)
O (-9.74415, 5.60760, 3.49354)
O (-8.02809, 6.87997, 2.82655)
H (-6.65304, 7.65962, 1.46581)
H (-6.12862, 6.20745, 2.33979)
H (-8.18729, 6.41062, 0.06846)
H (-6.98586, 5.12749, 0.33015)
C (4.66600, -13.45627, -5.68444)
C (6.02670, -12.91316, -6.06793)
O (6.86105, -14.07365, -5.95195)
C (6.08251, -15.17408, -6.08737)
O (6.49435, -16.28032, -6.20481)
O (4.77373, -14.83452, -6.07116)
H (3.84812, -12.96983, -6.20574)
H (4.48446, -13.40742, -4.60929)
H (6.05788, -12.55801, -7.09878)
H (6.37866, -12.12473, -5.40911)
C (-6.85712, 6.87007, 5.62757)
C (-7.09062, 7.11205, 7.10492)
O (-5.79071, 6.90248, 7.66233)
C (-4.87239, 7.11560, 6.68725)
O (-3.70690, 7.20097, 6.87594)
O (-5.47788, 7.23305, 5.48059)
H (-7.48402, 7.48123, 4.99599)
H (-6.98406, 5.82095, 5.35360)
H (-7.39903, 8.13798, 7.31417)
H (-7.80991, 6.42683, 7.54484)

The LUMO energy comes out at 0.0525 Eh. Its largest force on an atom is 1.4 eV/A. Its net charge is -1. As for the HOMO-LUMO gap: 7.167 eV.